[1]
Below is a structure of composition C40H37F4N2O2P2ReS5 at a distorted geometry, with properties calculated with the ωB97M-V functional and the def2-TZVPD basis.

## Properties
Total energy = -134908.1904 eV
⟨S²⟩ = 0.763
Orbital gap (spin up / spin down) = 5.700 / 6.282 eV
Spin multiplicity = 2
Total charge = +1

Each line ends with the Löwdin spin population.
Geometry (Å):
Re  0.58893  -0.71813  -1.33191  0.793
C  -0.07365  2.33245  -3.52831  0.001
C  0.94082  2.29290  -2.40272  0.004
N  1.70120  1.01500  -2.28301  0.003
C  2.35036  0.63708  -3.57463  0.001
C  3.47166  1.55835  -4.03295  0.000
C  2.68457  1.17785  -1.20042  0.001
C  3.37731  -0.14686  -0.93927  0.007
N  2.45342  -1.29367  -1.18024  0.019
C  3.02540  -2.59590  -1.12675  0.008
C  2.39443  -3.68003  -1.74647  0.000
F  1.29529  -3.49263  -2.48022  0.003
C  2.88122  -4.96698  -1.67993  0.000
F  2.19787  -5.92743  -2.30316  0.000
C  4.04756  -5.26671  -1.01309  -0.001
C  4.70557  -4.21648  -0.42795  0.000
F  5.84734  -4.42694  0.23644  0.000
C  4.22154  -2.92111  -0.47676  0.000
F  4.95144  -2.00829  0.18754  0.000
H  -0.70522  3.21279  -3.40074  0.000
H  -0.71457  1.44969  -3.52366  0.001
H  0.39929  2.42124  -4.50865  0.000
H  0.44669  2.44954  -1.44559  0.000
H  1.65985  3.10865  -2.52669  0.000
H  1.56471  0.60184  -4.32561  0.000
H  2.71713  -0.37989  -3.46929  0.000
H  3.18774  2.61296  -4.00811  0.000
H  3.72038  1.31159  -5.06627  0.000
H  4.37991  1.43179  -3.44075  0.000
H  2.13524  1.49212  -0.31852  0.000
H  3.42615  1.95100  -1.42695  0.000
H  3.72018  -0.14067  0.08981  0.000
H  4.25801  -0.25448  -1.57797  0.002
H  4.42601  -6.27869  -0.95553  0.000
O  0.84245  -0.01686  0.75235  -0.001
P  -0.03226  -0.10559  1.99178  0.001
C  -1.78013  0.03403  1.57638  0.005
P  -2.06399  0.95806  0.05417  0.005
O  -1.20668  0.43289  -1.09016  0.027
C  -3.77590  0.70966  -0.34695  0.002
C  -4.08957  -0.14312  -1.40583  0.000
C  -5.42197  -0.38010  -1.71686  0.000
C  -6.42493  0.22940  -0.97464  0.000
C  -6.10995  1.08500  0.07745  0.000
C  -4.78408  1.33123  0.39396  0.000
C  -1.82210  2.69599  0.38250  0.000
C  -1.84666  3.54668  -0.72752  0.000
C  -1.70504  4.91325  -0.55921  0.000
C  -1.56887  5.44353  0.72097  0.000
C  -1.57504  4.60847  1.82850  0.000
C  -1.70046  3.23411  1.66288  0.000
C  0.16212  -1.66781  2.82596  0.000
C  -0.80214  -2.15658  3.70838  0.000
C  -0.55899  -3.32925  4.40835  0.000
C  0.63973  -4.01066  4.22672  0.000
C  1.59263  -3.53250  3.33763  0.000
C  1.35950  -2.35809  2.63860  0.000
C  0.42057  1.17833  3.14665  0.000
C  1.48781  2.01329  2.82523  0.000
C  1.92652  2.95680  3.74653  0.000
C  1.30402  3.05975  4.98329  0.000
C  0.23912  2.22316  5.30590  0.000
C  -0.19889  1.27906  4.39339  0.000
H  -2.39225  0.44063  2.38555  0.000
H  -2.10830  -0.98366  1.36010  0.003
H  -3.29382  -0.61060  -1.97760  0.000
H  -5.67509  -1.03920  -2.53862  0.000
H  -7.46297  0.03930  -1.21747  0.000
H  -6.89947  1.56385  0.64347  0.000
H  -4.53626  2.01555  1.19911  0.000
H  -1.99187  3.13062  -1.71904  0.000
H  -1.70694  5.56846  -1.42175  0.000
H  -1.46905  6.51458  0.85362  0.000
H  -1.49018  5.02312  2.82563  0.000
H  -1.69851  2.60025  2.53897  0.000
H  -1.74770  -1.64099  3.84745  0.000
H  -1.30577  -3.71518  5.09063  0.000
H  0.82701  -4.92402  4.77766  0.000
H  2.51917  -4.07410  3.19007  0.000
H  2.09590  -1.97962  1.93703  0.000
H  1.97209  1.91785  1.86099  0.000
H  2.75827  3.60528  3.49965  0.000
H  1.65298  3.78840  5.70472  0.000
H  -0.23961  2.30144  6.27458  0.000
H  -1.01953  0.61970  4.66103  0.000
S  -4.54933  -5.30782  -3.62115  -0.001
C  -3.32605  -4.36426  -3.12315  0.000
S  -2.77233  -4.28992  -1.47751  -0.004
C  -1.56003  -3.05900  -1.69959  0.000
C  -1.41082  -2.59729  -2.93870  0.020
S  -0.28850  -1.32792  -3.36461  -0.003
S  -2.44221  -3.29562  -4.16646  0.007
S  -0.62942  -2.49385  -0.34269  0.093

[2]
Below is the molecule C4H8N2 at a distorted geometry, with properties calculated with the ωB97M-V functional and the def2-TZVPD basis.

## Properties
Total energy = -7256.9335 eV
Structure (SMILES) = CC(C)(N)C#N
Orbital gap = 10.881 eV
Energy above the lowest of the compared OMol25 structures with the same formula, charge and spin = 90.9 kJ/mol
Total charge = 0

Each line ends with the Mulliken charge.
Geometry (Å):
C  -0.75832  1.11501  -0.73243  -1.436
C  -0.06971  -0.04704  0.00582  1.494
C  1.44782  0.10606  0.17195  -1.609
N  -0.37291  -1.30338  -0.60061  -0.718
C  -0.64296  -0.21615  1.56615  0.007
N  -0.74690  -0.92536  2.48779  -0.489
H  -1.44059  1.51898  0.00484  0.376
H  -1.33220  0.80673  -1.61746  0.347
H  -0.07002  1.90989  -1.04512  0.301
H  2.01842  -0.13865  -0.73635  0.386
H  1.75902  -0.57213  0.96703  0.397
H  1.68824  1.13107  0.46149  0.388
H  -0.01848  -2.04101  0.00181  0.295
H  -1.37866  -1.41641  -0.68785  0.261

[3]
Below is the molecule C6H9N at a distorted geometry, with properties calculated with the ωB97M-V functional and the def2-TZVPD basis.

## Properties
Total energy = -7854.3990 eV
Structure (SMILES) = CC#CCN1CC1
Orbital gap = 9.767 eV
Energy above the lowest of the compared OMol25 structures with the same formula, charge and spin = 362.8 kJ/mol
Total charge = 0

Each line ends with the Mulliken charge.
Geometry (Å):
C  3.06071  0.62484  0.22257  -1.054
C  1.94304  -0.28111  0.03121  0.515
C  0.85882  -0.58906  -0.39311  -0.151
C  -0.42896  -1.17897  -0.66380  -0.625
N  -1.50662  -0.78080  0.25363  -0.261
C  -2.57933  0.09628  -0.17733  -0.408
C  -1.59964  0.54519  0.84153  -0.383
H  3.77438  0.47924  -0.59001  0.285
H  3.57082  0.52460  1.18044  0.312
H  2.63478  1.62909  0.14119  0.278
H  -0.75764  -1.11823  -1.70557  0.333
H  -0.08792  -2.22023  -0.54044  0.199
H  -3.58252  -0.21546  0.11085  0.232
H  -2.52246  0.58557  -1.15277  0.270
H  -0.90368  1.33244  0.54543  0.224
H  -1.87379  0.56661  1.89618  0.235

[4]
Below is a structure of composition C36H26N9O2SSc at a distorted geometry, with properties calculated with the ωB97M-V functional and the def2-TZVPD basis.

## Properties
Total energy = -86788.6036 eV
Orbital gap = 5.625 eV
Total charge = +2

Each line ends with the Mulliken charge.
Geometry (Å):
Sc  -0.03644  -0.21721  0.00777  -1.373
O  4.39441  4.05490  -3.51188  -0.668
C  3.23117  4.36018  -3.37977  0.313
O  2.46807  5.23573  -3.71949  -0.670
C  2.44534  3.23565  -2.47884  -1.143
C  1.12723  3.45034  -2.12895  -0.998
C  0.46444  2.46420  -1.39883  0.498
N  1.07862  1.31710  -1.06819  1.854
C  2.36709  1.12326  -1.38368  0.945
C  3.09488  2.08348  -2.08456  -1.148
C  2.99040  -0.09972  -0.84759  0.433
C  4.27272  -0.50425  -1.22349  -1.199
C  4.86932  -1.56236  -0.55870  -0.595
C  4.17317  -2.18876  0.46497  -1.330
C  2.88525  -1.75742  0.73636  -0.066
N  2.28173  -0.75478  0.09646  0.770
C  -0.95400  2.59603  -0.98148  0.542
C  -1.71932  3.72296  -1.29910  -0.787
C  -3.06843  3.74230  -0.98437  -0.767
C  -3.61292  2.65140  -0.32420  -1.114
C  -2.77826  1.59238  -0.00329  -0.198
N  -1.48564  1.54107  -0.32781  1.293
H  0.66811  4.37353  -2.44429  0.834
H  4.14068  1.99338  -2.32383  0.706
H  4.80652  -0.00070  -2.01348  0.520
H  5.86598  -1.88499  -0.81389  0.492
H  4.62331  -2.98209  1.04279  0.478
H  2.31580  -2.22301  1.53028  0.610
H  -1.28786  4.57366  -1.80282  0.604
H  -3.67880  4.59128  -1.25311  0.512
H  -4.65973  2.62070  -0.06725  0.492
H  -3.17034  0.74264  0.54214  0.401
N  -0.85744  -2.57001  -3.66337  0.004
C  -1.21024  -1.41992  -4.31744  0.382
C  -1.67259  -1.20251  -5.60659  -1.339
C  -1.96284  0.09825  -5.95250  -0.501
C  -1.76958  1.14721  -5.04710  -1.117
C  -1.30864  0.93040  -3.76769  0.161
C  -1.03887  -0.38096  -3.37518  -0.260
N  -0.60838  -0.92266  -2.17466  0.971
C  -0.51007  -2.22909  -2.40011  0.238
C  -0.13512  -3.18268  -1.38568  -0.403
C  -0.03181  -4.54539  -1.52099  -0.552
S  0.34787  -5.27322  -0.02462  -0.124
C  0.35497  -3.71551  0.68741  -0.799
N  0.10020  -2.72300  -0.11511  1.027
H  -0.85038  -3.48903  -4.07356  0.254
H  -1.80154  -2.02193  -6.29371  0.458
H  -2.34348  0.31330  -6.93743  0.431
H  -1.99044  2.15188  -5.37119  0.508
H  -1.16524  1.75455  -3.09507  0.421
H  -0.16547  -5.14473  -2.39912  0.468
H  0.52455  -3.60753  1.74253  0.397
N  -0.79838  -0.48584  3.50424  0.099
C  -1.47525  -1.35385  2.68386  0.404
C  -2.01492  -2.51054  3.28359  -0.935
C  -2.82936  -3.33718  2.54889  -0.598
C  -3.11692  -2.98316  1.22972  -1.184
C  -2.49165  -1.88141  0.69445  -0.027
N  -1.64578  -1.08566  1.38084  0.859
C  -0.00719  0.62391  3.27605  0.606
C  0.37002  1.35255  4.41788  -1.057
C  1.20668  2.43666  4.28965  -0.557
C  1.63562  2.78439  3.01203  -1.269
C  1.20832  2.02065  1.94937  -0.269
N  0.40822  0.93879  2.04159  0.868
H  -0.94808  -0.65876  4.49215  0.259
H  -1.77942  -2.73744  4.31191  0.472
H  -3.25300  -4.22530  2.99062  0.489
H  -3.81199  -3.55241  0.63678  0.529
H  -2.69276  -1.58981  -0.33328  0.477
H  0.00660  1.05760  5.39184  0.487
H  1.52384  2.99763  5.15426  0.461
H  2.28912  3.62680  2.84390  0.550
H  1.52764  2.29524  0.95695  0.473

[5]
Below is the ion CH2NO3S with charge -1 at a distorted geometry, with properties calculated with the ωB97M-V functional and the def2-TZVPD basis.

## Properties
Total energy = -19534.4215 eV
Orbital gap = 7.475 eV
Energy above the lowest of the compared OMol25 structures with the same formula, charge and spin = 432.3 kJ/mol
Total charge = -1

Each line ends with the Mulliken charge.
Geometry (Å):
C  -0.69387  0.09129  -0.70288  -0.315
N  -0.10762  0.58986  1.28042  -0.406
O  0.81941  0.08004  -0.89578  -0.425
O  1.45488  -1.35633  1.16624  -0.596
O  -0.94700  1.18168  0.21882  -0.295
S  1.36269  0.13292  0.76691  0.416
H  -0.76224  -0.83234  -0.04010  0.401
H  -1.12626  0.11288  -1.79362  0.219

[6]
Below is the ion CH2ClO3S with charge -1 at a distorted geometry, with properties calculated with the ωB97M-V functional and the def2-TZVPD basis.

## Properties
Total energy = -30569.6160 eV
Orbital gap = 8.202 eV
Energy above the lowest of the compared OMol25 structures with the same formula, charge and spin = 133.4 kJ/mol
Total charge = -1

Each line ends with the Mulliken charge.
Geometry (Å):
C  -0.48370  0.12184  -0.54076  0.109
O  1.66744  -0.34457  0.75465  -0.630
O  0.25279  1.02606  -1.12631  -0.549
O  -0.29931  -1.21844  -0.85594  -0.455
S  0.65895  0.70616  0.64798  0.443
Cl  -0.81337  0.63086  2.34537  -0.575
H  -1.55581  0.37267  -0.52133  0.364
H  0.57301  -1.29459  -0.70366  0.292